No. 1
Below is a 12-piece molecular cluster, C18H60O12 overall in a non-equilibrium geometry, with properties calculated with wB97M-V/def2-TZVPD.

The geometry in XYZ format:
```
90
Properties=species:S:1:pos:R:3:forces:R:3:mulliken_charge:R:1
C 14.8177 -13.7664 -3.2484 -0.848 -0.454 -0.031 0.542
C 13.9733 -13.3640 -4.4715 2.928 -0.541 0.093 -0.657
O 14.8879 -12.8416 -5.4856 -0.852 -0.862 0.136 -0.544
H 15.6593 -13.1400 -3.1013 0.504 1.306 0.266 0.156
H 15.3276 -14.7244 -3.3442 -0.545 -0.262 -0.222 -0.791
H 14.1518 -13.7658 -2.3800 0.355 -0.213 0.140 0.273
H 13.2709 -12.6185 -4.1568 -0.767 0.166 -0.237 0.419
H 13.5877 -14.3176 -4.8354 -0.692 0.576 -0.409 0.157
H 14.8634 -11.8896 -5.4904 -0.123 0.389 0.129 0.291
C 17.5252 -17.3926 3.3867 0.126 -0.479 -0.401 -0.714
C 17.4069 -16.5449 4.6147 -1.346 1.928 -0.427 -0.270
O 16.6680 -17.2295 5.5503 -0.354 -3.351 0.121 -0.558
H 16.6810 -18.0010 3.0123 -0.260 1.039 0.508 0.222
H 18.2130 -18.1620 3.6319 0.976 -0.872 0.331 0.575
H 17.9932 -16.8765 2.5721 0.074 0.517 -0.554 0.023
H 16.7457 -15.6557 4.5706 1.019 0.272 -1.373 0.268
H 18.3788 -16.2084 5.0124 0.016 -0.295 -0.368 0.202
H 16.6885 -16.7075 6.3063 -0.254 1.099 2.317 0.322
C 14.3467 -17.4226 -2.8714 0.723 0.811 0.316 -0.318
C 13.6498 -17.2669 -4.2218 0.885 1.572 0.442 -0.360
O 13.1407 -18.4601 -4.6149 0.519 -3.339 -0.285 -0.573
H 13.6433 -17.8594 -2.1675 0.050 -0.680 -0.005 0.525
H 14.4570 -16.4223 -2.4493 0.602 -0.006 -0.046 -0.242
H 15.3699 -17.9644 -2.8704 -1.789 0.734 -0.157 0.197
H 14.3632 -16.8884 -4.9853 -0.387 0.257 0.330 0.202
H 12.7585 -16.6428 -4.1703 0.365 0.770 0.237 0.258
H 13.8324 -19.0638 -4.2621 -1.103 -0.279 -0.793 0.356
C 15.4669 -13.4387 0.5324 -2.655 -0.833 -1.838 -0.700
C 14.6937 -14.7152 1.0154 -1.041 2.297 -2.808 -0.420
O 14.6030 -15.5339 -0.1788 -0.190 -0.213 0.779 -0.528
H 15.3934 -12.7092 1.2832 0.307 1.139 1.018 0.727
H 14.9419 -13.0143 -0.4168 0.840 -0.752 1.653 0.140
H 16.4789 -13.6684 0.2465 0.245 0.020 0.301 -0.474
H 13.6648 -14.5193 1.4189 0.961 0.086 -0.349 0.405
H 15.2785 -15.1817 1.7140 1.319 -1.416 2.035 0.174
H 14.1611 -16.3491 0.0895 0.092 -0.073 -0.306 0.231
C 19.3779 -16.1183 -1.0109 -1.876 2.478 -2.214 -1.318
C 18.1651 -15.5477 -0.2985 0.684 -0.399 -1.127 0.491
O 17.2597 -15.2989 -1.3522 -1.652 0.191 0.667 2.532
H 19.8519 -15.2134 -1.5819 -0.484 -2.162 0.798 -0.118
H 19.0401 -16.9607 -1.6309 0.243 0.593 -0.241 0.285
H 19.9352 -16.5322 -0.2914 3.058 -1.250 2.540 0.734
H 18.4223 -14.6263 0.1983 0.060 0.276 0.421 -0.567
H 17.6847 -16.2169 0.4125 0.225 -0.273 0.206 -0.014
H 16.4113 -15.2733 -0.8743 -0.403 0.041 -0.993 -1.020
C 17.9660 -17.6735 -4.1465 2.276 -2.387 2.751 -0.719
C 17.4698 -16.4472 -4.6534 -0.843 2.282 -3.047 0.895
O 17.8400 -15.2615 -3.9631 -0.593 -0.733 -0.998 -0.393
H 17.6557 -17.7233 -3.0543 0.722 -0.498 -1.129 -0.266
H 19.0581 -17.8550 -4.3144 -0.562 0.585 0.789 0.185
H 17.5775 -18.5119 -4.6754 -0.952 -0.665 -0.334 0.440
H 16.3818 -16.6117 -4.7517 0.129 0.927 0.112 -0.695
H 17.8629 -16.2997 -5.6844 -0.459 0.058 0.434 0.453
H 17.4678 -15.3020 -3.0890 -0.202 0.075 1.250 -0.294
C 18.2602 -12.4400 -1.3783 1.209 1.401 -0.042 0.471
O 18.2990 -11.0070 -1.5176 0.468 0.022 0.526 -0.687
H 18.8328 -12.9587 -2.1638 -0.085 0.133 0.298 0.275
H 17.2381 -12.7135 -1.4251 -0.789 -0.783 0.193 -0.195
H 18.7295 -12.5805 -0.3832 -0.505 -0.400 -0.552 -0.243
H 18.1729 -10.7309 -2.4185 -0.104 -0.143 -0.582 0.333
C 20.8346 -15.1854 -4.9109 -1.401 0.768 1.870 -0.827
O 20.1562 -14.1954 -4.0727 1.692 -0.715 -0.579 -0.516
H 20.5310 -15.0291 -5.9029 -0.560 -0.085 -1.602 0.308
H 20.6253 -16.2240 -4.5939 0.215 0.468 -0.031 0.202
H 21.8550 -14.9423 -4.8695 1.515 -0.052 0.227 0.334
H 19.2661 -14.5504 -4.0096 -0.719 0.005 0.123 0.634
C 22.8554 -13.5969 -1.1518 -0.253 0.090 -2.329 -0.724
O 21.6714 -13.4102 -0.4503 -1.566 1.113 0.189 -0.413
H 22.5910 -13.6341 -2.2730 0.916 0.190 1.468 0.162
H 23.3722 -14.4887 -0.8849 -0.063 -0.983 0.346 0.291
H 23.4927 -12.7985 -0.8471 0.949 0.769 -0.527 0.351
H 21.3668 -12.5229 -0.7614 -0.051 -1.118 0.613 0.215
C 21.1323 -14.7517 2.4265 0.560 -1.007 0.511 -0.716
O 20.2131 -13.9871 1.7862 -1.694 1.540 -1.055 -0.315
H 20.7340 -15.7604 2.4924 0.433 -0.561 0.284 0.218
H 21.2879 -14.3436 3.3976 -0.015 0.112 1.132 0.315
H 22.1115 -14.7352 1.9785 0.446 -0.206 -0.563 0.251
H 20.4484 -13.9162 0.8556 0.279 0.047 -0.108 0.284
C 17.3883 -13.2336 3.3445 1.433 -0.343 1.795 0.309
O 16.6030 -12.2234 3.9799 -1.052 -1.096 -1.572 -0.560
H 18.2956 -13.4134 3.9772 -0.528 0.016 -0.810 0.395
H 17.6759 -13.1722 2.3220 0.530 1.671 -0.893 -0.096
H 16.9049 -14.1790 3.2471 -1.133 -0.618 0.869 -0.449
H 17.1435 -11.6949 4.5361 0.835 0.552 0.483 0.346
C 16.3188 -18.8346 0.2420 0.591 1.703 1.817 -0.174
O 16.0896 -19.8675 -0.6372 -1.448 -0.236 -1.106 -0.493
H 15.5292 -18.5132 1.0366 0.670 -1.299 -1.149 0.193
H 16.3739 -17.8858 -0.3333 0.868 -0.640 0.252 -0.251
H 17.2291 -19.2272 0.7799 -0.416 1.782 0.023 0.346
H 15.8856 -20.5844 -0.0590 -0.297 -1.296 0.056 0.303
```
Forces are in eV/Å.

Properties
LUMO energy: 0.388 eV
E_HOMO: -9.553 eV
SMILES string: CCO.CCO.CCO.CCO.CCO.CCO.CO.CO.CO.CO.CO.CO
Kohn-Sham gap: 9.9 eV
F_max: 4.3 eV/A
E: -1624.3719 hartree
Energy relative to the best compared isomer or geometry (same formula, charge and spin): 778.6 kJ/mol

No. 2
Below is a 15-piece molecular cluster, C18H66N18O15 overall in a non-equilibrium geometry, with properties calculated with wB97M-V/def2-TZVPD.

The geometry in XYZ format:
```
117
Properties=species:S:1:pos:R:3:forces:R:3:mulliken_charge:R:1
C -3.9929 -1.9725 0.3841 -1.914 -1.580 0.563 -0.606
C -4.3829 -0.5765 0.2651 -2.896 2.286 -0.492 -0.297
O -4.0799 -0.1565 -1.0499 1.692 -0.093 -0.043 -0.346
H -2.9869 -2.1405 0.0781 0.716 -0.408 -0.314 -0.299
H -4.7539 -2.6785 -0.0689 1.226 0.865 -0.225 0.451
H -4.1629 -2.1865 1.4121 0.530 -0.665 1.313 0.329
H -4.0799 0.1315 1.0901 0.572 -0.636 -0.936 0.112
H -5.5039 -0.4205 0.2741 0.760 -0.813 0.732 0.511
H -4.7359 0.4715 -1.2699 -0.794 1.241 -0.616 0.269
C 3.7301 1.0715 -4.0139 -0.933 -0.559 0.189 -1.505
C 2.2651 1.0505 -3.4999 2.101 0.456 -0.370 1.206
O 1.7831 -0.2025 -3.8119 -1.867 -0.409 -1.659 -0.622
H 4.0331 2.0535 -4.1339 0.816 2.060 -0.579 0.698
H 3.9121 0.5425 -4.9439 -0.668 0.036 -0.328 0.311
H 4.4241 0.6545 -3.3179 0.213 -0.371 0.867 0.318
H 1.6361 1.8145 -3.9389 -0.067 0.027 -0.541 0.451
H 2.2211 1.2495 -2.4309 0.051 -0.207 0.296 -1.135
H 1.9191 -0.7815 -3.1039 0.449 -1.087 1.447 0.187
C -0.9859 2.8305 -4.3439 -0.118 -0.090 1.268 -1.596
C -1.4209 1.4455 -3.8589 -0.709 0.893 0.230 1.072
O -2.8539 1.3065 -3.8919 -0.898 -1.022 0.488 -0.777
H -1.7599 3.5375 -4.1419 -0.739 0.515 -0.004 0.489
H -0.7979 2.8105 -5.3819 0.199 0.089 -1.231 0.401
H -0.1139 3.2795 -3.8439 -0.049 -0.634 -0.024 0.269
H -1.1529 1.2285 -2.8509 0.801 -0.022 0.668 -0.585
H -1.0129 0.7315 -4.5149 0.736 -1.178 -0.578 0.585
H -3.1099 0.4465 -3.4279 0.888 1.484 -0.819 0.327
C 4.1221 -0.7995 -0.7539 3.505 7.922 0.853 0.067
O 4.8321 0.3945 -1.1249 -3.700 -6.510 1.451 -0.706
N 3.7441 -1.7685 -1.4649 0.262 -4.250 -9.944 -0.084
N 3.6271 -0.9585 0.4401 0.903 3.300 4.381 -0.576
H 4.1151 -1.6395 -2.5069 -1.144 -0.882 2.829 0.372
H 3.2341 -2.6705 -1.2699 1.182 1.886 0.506 0.163
H 4.0481 -0.1675 1.0481 -0.968 -1.575 -0.096 0.026
H 3.4851 -1.8835 0.8191 0.480 -0.042 -0.076 0.518
C 0.4391 0.3575 -0.2009 3.096 6.444 -0.187 0.223
O 1.3301 1.3535 -0.2319 -2.718 -3.358 0.189 -0.109
N -0.8389 0.6085 -0.2639 -2.884 0.794 -0.681 0.392
N 0.8081 -0.8605 -0.0329 3.296 -2.332 0.270 2.692
H -1.4789 0.0665 -0.8499 0.343 -0.601 -0.086 -0.535
H -1.1299 1.5775 -0.1759 0.295 0.548 -0.109 -0.237
H 1.8471 -0.8735 0.1091 -0.621 -0.403 0.273 -0.771
H 0.2601 -1.5655 0.4121 -0.505 -0.378 0.063 -1.017
C -4.4389 4.2435 -1.6979 0.573 4.020 6.047 0.580
O -4.4769 5.1025 -0.6419 -0.305 -3.739 -4.583 -0.719
N -3.3859 3.5225 -1.9559 2.417 -2.788 -1.567 0.038
N -5.4669 4.0095 -2.4819 -4.742 0.771 -0.603 -0.427
H -2.6209 3.3735 -1.2789 -0.655 0.624 -0.581 0.171
H -3.4419 2.7615 -2.6959 0.092 1.241 1.233 0.230
H -6.3979 4.3215 -2.0849 1.848 -0.311 -1.140 0.253
H -5.4449 3.6005 -3.4149 0.225 0.129 0.763 0.207
C 0.7391 -0.9405 4.4861 6.402 -0.237 4.113 0.010
O 1.9361 -1.1445 5.1531 -6.587 0.352 -3.223 -0.719
N -0.4969 -1.2365 4.9011 -0.551 -2.541 3.222 -0.309
N 0.6581 -0.3085 3.3501 0.350 1.450 -3.153 0.695
H -0.5259 -1.7155 5.8251 0.133 0.946 -0.966 0.408
H -1.3529 -0.7615 4.5291 1.130 -0.173 0.931 0.471
H 1.4621 0.2135 3.0251 -0.008 -0.387 0.077 -0.266
H -0.2599 -0.2375 2.8051 2.402 -0.202 1.246 -0.278
C -1.8919 -4.1655 3.6361 -3.359 -6.936 -2.433 0.316
O -2.3879 -5.3015 3.0771 2.263 5.212 2.270 -0.753
N -1.2469 -3.2585 2.9541 1.541 1.736 -3.453 0.348
N -2.0589 -3.8705 4.8981 -0.139 1.132 2.791 -0.217
H -1.1809 -3.4525 1.9491 0.252 0.018 0.593 -0.472
H -0.7109 -2.4715 3.3421 -0.436 -0.977 0.192 0.170
H -2.6219 -4.4205 5.5341 0.351 0.006 -0.437 0.214
H -1.6099 -2.9975 5.2011 -0.624 -1.028 0.083 0.201
C -2.1319 0.5055 2.8081 -1.132 7.969 -1.861 -0.150
O -2.1259 1.8315 2.4781 0.098 -6.744 2.159 -0.643
N -2.5589 -0.0215 3.9621 -3.730 1.531 2.898 -0.210
N -1.6059 -0.3945 2.0531 0.238 -1.828 -3.281 2.697
H -3.0639 0.6685 4.5261 0.606 0.159 -0.057 0.344
H -3.2309 -0.7785 3.9221 0.262 -0.556 -0.625 0.278
H -1.2829 0.0475 1.1591 -0.432 -0.752 -0.057 -0.565
H -1.8679 -1.3905 2.0991 0.077 0.776 0.100 -0.750
C 3.6351 1.4125 2.9321 3.516 -3.526 5.476 0.433
O 3.9701 0.9035 4.1321 -1.516 3.036 -5.684 -0.702
N 2.4461 1.8955 2.6501 -3.245 1.608 -0.508 -0.168
N 4.4751 1.2995 1.8521 1.468 0.418 -0.277 -0.311
H 1.8011 2.1515 3.4131 0.796 -0.388 -0.659 0.316
H 2.1021 2.0405 1.6781 0.416 -0.254 1.173 -0.220
H 5.5011 1.2725 2.1101 -1.909 0.025 -0.668 0.248
H 4.1801 1.7575 0.9491 1.081 -0.343 1.295 0.091
C 3.9741 3.9585 -0.8549 5.451 8.847 3.380 0.219
O 4.7121 5.0975 -0.5229 -3.000 -5.281 -1.857 -0.793
N 3.3361 3.3745 0.0951 -2.929 -2.804 2.533 -0.090
N 3.8731 3.5235 -2.0439 0.588 -1.788 -6.482 -0.100
H 3.3491 3.6775 1.0541 0.331 0.747 -0.356 0.233
H 2.6381 2.6495 -0.1059 0.383 0.365 -0.175 0.168
H 4.5531 3.8285 -2.8109 -1.483 -0.260 2.103 0.286
H 3.3491 2.6695 -2.2999 0.758 0.948 0.791 0.053
C -0.8359 -2.2345 -2.6759 -7.828 6.114 1.234 -0.020
O -1.7159 -1.1475 -2.3469 4.415 -5.630 -1.738 -0.466
N 0.3701 -2.2345 -2.3199 6.507 -0.531 0.898 0.122
N -1.2699 -3.3715 -3.1529 0.991 -1.416 -0.520 -0.096
H 0.6821 -1.4555 -1.7539 0.095 0.002 0.054 -0.507
H 1.0851 -3.0165 -2.4489 -1.790 1.459 -0.045 0.321
H -2.1409 -3.4045 -3.5439 -2.651 -0.016 -1.035 0.270
H -0.5689 -3.9145 -3.6159 0.021 -0.535 -0.252 0.254
C -0.1249 -4.9215 -0.2599 1.444 -1.682 2.192 -0.991
O -0.4979 -3.6025 -0.0469 -0.834 1.564 -1.465 -0.138
H -0.6709 -5.6455 0.4291 0.293 0.879 -1.303 0.259
H 0.9311 -4.9665 0.0421 0.092 -0.506 0.113 0.197
H -0.0879 -5.1485 -1.3069 -0.724 -0.658 -0.576 0.384
H -0.4139 -3.2465 -0.9729 -0.467 0.120 2.046 -0.158
C -1.5689 4.2775 0.6111 0.288 0.178 1.857 -0.817
O -1.2319 3.2525 -0.3189 0.162 0.022 -0.001 -0.725
H -1.2319 5.2285 0.2351 -0.061 0.426 -0.129 0.367
H -1.0979 4.0975 1.6131 -0.168 -0.028 -0.948 0.121
H -2.6449 4.3075 0.7911 0.089 -0.061 -0.443 0.342
H -0.4909 3.5435 -0.8589 0.154 -0.055 0.094 0.010
C 2.1761 -3.1395 2.2781 0.273 1.039 0.916 -0.549
O 3.0441 -3.4705 1.1971 -1.254 1.018 -0.642 -0.750
H 1.3771 -2.4765 2.0661 -0.943 0.386 -1.256 -0.389
H 2.7221 -2.5025 2.9531 0.426 -0.346 1.031 0.486
H 1.7361 -4.0165 2.7181 0.089 -0.343 0.424 0.620
H 3.1891 -4.3515 1.4251 1.197 -2.366 -0.225 0.397
```
Forces are in eV/Å.

Properties
LUMO energy: -0.895 eV
E_HOMO: -8.409 eV
Kohn-Sham gap: 7.5 eV
F_max: 10.9 eV/A
E: -2839.4840 hartree
Energy relative to the best compared isomer or geometry (same formula, charge and spin): 185.2 kJ/mol